Below is a cluster of 9 separate species, C20H62N12O9 in total in a non-equilibrium geometry, with properties calculated with ωB97M-V with the def2-TZVPD basis set.

2S+1: 1
Lowest unoccupied orbital energy: 0.001 eV

Last columns: bonded neighbours and bond lengths (Å).
Geometry (Å):
1 C -3.3847 -7.0482 -2.9575  O2 1.403, H7 1.097, H8 1.088, H9 1.099
2 O -3.1051 -5.8591 -2.2665  C1 1.403, C3 1.376
3 C -2.8509 -4.8120 -3.1226  O2 1.376, C4 1.509, H10 1.104, H11 1.102
4 C -2.5437 -3.5449 -2.3622  C3 1.509, C5 1.520, N6 1.471, H12 1.112
5 C -3.6432 -3.2374 -1.3590  C4 1.520, H13 1.092, H14 1.103, H15 1.098
6 N -2.4984 -2.4115 -3.2982  C4 1.471, H16 1.046, H17 1.027
7 H -4.2387 -6.9402 -3.6375  C1 1.097
8 H -3.6306 -7.8202 -2.2319  C1 1.088
9 H -2.4892 -7.3567 -3.5148  C1 1.099
10 H -2.0505 -5.0790 -3.8351  C3 1.104
11 H -3.7065 -4.5765 -3.7767  C3 1.102
12 H -1.6239 -3.5948 -1.7393  C4 1.112
13 H -3.8180 -3.8967 -0.5056  C5 1.092
14 H -4.6258 -3.2258 -1.8602  C5 1.103
15 H -3.5807 -2.2078 -0.9823  C5 1.098
16 H -2.1410 -1.5975 -2.7465  N6 1.046
17 H -1.7684 -2.4951 -4.0162  N6 1.027
18 C 1.5377 -4.0782 4.2942  O19 1.416, H24 1.096, H25 1.101, H26 1.092
19 O 2.0809 -4.0475 2.9868  C18 1.416, C20 1.452
20 C 2.1800 -2.7039 2.4442  O19 1.452, C21 1.531, H27 1.102, H28 1.103
21 C 2.6031 -2.7869 0.9751  C20 1.531, C22 1.523, N23 1.489, H29 1.093
22 C 4.0598 -3.2126 0.8439  C21 1.523, H30 1.100, H31 1.088, H32 1.090
23 N 2.4958 -1.4481 0.3322  C21 1.489, H33 1.074, H34 1.054
24 H 1.8398 -3.1968 4.8707  C18 1.096
25 H 2.0169 -4.9107 4.8315  C18 1.101
26 H 0.4654 -4.2813 4.3256  C18 1.092
27 H 1.2144 -2.1733 2.4502  C20 1.102
28 H 2.9773 -2.1849 3.0035  C20 1.103
29 H 1.9532 -3.5403 0.5226  C21 1.093
30 H 4.1921 -4.1324 1.4316  C22 1.100
31 H 4.7454 -2.4475 1.2023  C22 1.088
32 H 4.3068 -3.4936 -0.1801  C22 1.090
33 H 2.8514 -0.7002 1.0158  N23 1.074
34 H 1.4657 -1.2280 0.3675  N23 1.054
35 C -3.0118 6.0877 -0.7570  O36 1.360, H41 1.087, H42 1.102, H43 1.098
36 O -1.9045 6.2959 -1.5191  C35 1.360, C37 1.404
37 C -0.7038 6.2897 -0.7924  O36 1.404, C38 1.523, H44 1.095, H45 1.104
38 C -0.5373 5.1159 0.1644  C37 1.523, C39 1.523, N40 1.461, H46 1.092
39 C 0.9045 5.1534 0.6527  C38 1.523, H47 1.087, H48 1.100, H49 1.089
40 N -0.8369 3.8456 -0.4919  C38 1.461, H50 1.026, H51 1.025
41 H -3.8680 6.3695 -1.3643  C35 1.087
42 H -3.0276 6.6723 0.1773  C35 1.102
43 H -3.1935 5.0527 -0.4370  C35 1.098
44 H 0.1258 6.3116 -1.5061  C37 1.095
45 H -0.6668 7.2743 -0.2935  C37 1.104
46 H -1.1840 5.3405 1.0150  C38 1.092
47 H 1.6692 4.8532 -0.0595  C39 1.087
48 H 0.9519 4.3908 1.4436  C39 1.100
49 H 1.1203 6.1192 1.1067  C39 1.089
50 H 0.0517 3.5836 -0.9319  N40 1.026
51 H -1.4546 4.0765 -1.2771  N40 1.025
52 C 0.4856 1.5320 5.6256  O53 1.395, H58 1.096, H59 1.083, H60 1.091
53 O 1.2554 2.0165 4.5681  C52 1.395, C54 1.389
54 C 1.8397 0.9730 3.8613  O53 1.389, C55 1.496, H61 1.103, H62 1.102
55 C 2.7550 1.5243 2.8150  C54 1.496, C56 1.524, N57 1.484, H63 1.093
56 C 1.9405 1.9471 1.5978  C55 1.524, H64 1.095, H65 1.090, H66 1.075
57 N 3.6965 0.4731 2.3559  C55 1.484, H67 1.012, H68 1.014
58 H -0.4655 1.1746 5.2150  C52 1.096
59 H 0.3028 2.3789 6.2758  C52 1.083
60 H 1.0026 0.7225 6.1430  C52 1.091
61 H 2.3531 0.2663 4.5351  C54 1.103
62 H 1.0338 0.3986 3.3766  C54 1.102
63 H 3.2662 2.4156 3.1890  C55 1.093
64 H 2.6192 2.3771 0.8539  C56 1.095
65 H 1.2013 2.7159 1.8226  C56 1.090
66 H 1.4433 1.1003 1.1611  C56 1.075
67 H 4.1537 0.0069 3.1296  N57 1.012
68 H 4.3429 0.9836 1.7636  N57 1.014
69 N -3.7693 1.2617 -2.2644  C70 1.377, H73 0.995, H74 0.998
70 C -4.7008 2.1903 -1.8569  N69 1.377, N71 1.389, O72 1.230
71 N -5.1964 2.0667 -0.5652  C70 1.389, H75 0.993, H76 0.998
72 O -5.2445 2.9614 -2.6465  C70 1.230
73 H -3.4390 1.3027 -3.2019  N69 0.995
74 H -3.3968 0.6050 -1.6112  N69 0.998
75 H -6.0594 2.5051 -0.3416  N71 0.993
76 H -4.7436 1.5268 0.1415  N71 0.998
77 N 1.8294 -2.5395 -2.2058  C78 1.395, H81 0.995, H82 1.017
78 C 2.4239 -2.1610 -3.4096  N77 1.395, N79 1.425, O80 1.224
79 N 3.5818 -1.3433 -3.2687  C78 1.425, H83 1.007, H84 0.998
80 O 2.0904 -2.6787 -4.4677  C78 1.224
81 H 1.0884 -3.1989 -2.2863  N77 0.995
82 H 1.9633 -1.9624 -1.3795  N77 1.017
83 H 3.9352 -1.2630 -2.3286  N79 1.007
84 H 3.9889 -0.9089 -4.0696  N79 0.998
85 N 3.5458 1.6008 -2.8143  C86 1.400, H89 0.989, H90 1.009
86 C 2.7335 2.6361 -2.3364  N85 1.400, N87 1.422, O88 1.243
87 N 3.1185 3.9523 -2.7140  C86 1.422, H91 0.996, H92 0.994
88 O 1.7415 2.4729 -1.6049  C86 1.243
89 H 4.2889 1.8485 -3.4183  N85 0.989
90 H 3.2646 0.6512 -2.6211  N85 1.009
91 H 2.7126 4.7364 -2.2533  N87 0.996
92 H 3.6659 4.0906 -3.5326  N87 0.994
93 N -1.8981 -0.1295 2.5885  C94 1.396, H97 1.009, H98 0.999
94 C -1.4740 -1.1567 1.7434  N93 1.396, N95 1.380, O96 1.242
95 N -2.0705 -2.3918 1.8993  C94 1.380, H99 0.997, H100 1.001
96 O -0.5843 -1.0192 0.8878  C94 1.242
97 H -2.0193 0.7759 2.1597  N93 1.009
98 H -2.4937 -0.3873 3.3484  N93 0.999
99 H -2.8369 -2.5370 2.5196  N95 0.997
100 H -1.6990 -3.1480 1.3579  N95 1.001
101 O -1.3039 -0.1874 -1.7377  H102 0.999, H103 0.985
102 H -1.0686 -0.4569 -0.8050  O101 0.999
103 H -0.9217 0.7155 -1.8295  O101 0.985

Atom charges from the Mulliken analysis, given in e for atoms 1 to 99: -0.761 -0.304 -0.867 1.288 -1.491 -0.815 0.311 0.244 0.307 0.427 0.363 -0.234 0.323 0.329 0.259 0.253 0.349 -0.738 -0.409 -0.121 0.440 -1.625 -0.364 0.285 0.300 0.242 0.070 0.293 0.349 0.407 0.286 0.348 0.064 0.064 -0.679 -0.391 -0.785 0.514 -1.359 -0.244 0.281 0.305 0.216 0.283 0.385 0.288 0.124 0.175 0.528 0.111 0.333 -0.701 -0.415 -0.344 0.397 -0.612 -0.547 0.200 0.270 0.335 0.512 -0.043 0.355 0.372 -0.051 -0.169 0.246 0.267 -0.176 0.678 -0.346 -0.686 0.168 0.040 0.198 0.127 -0.116 0.365 -0.471 -0.664 0.150 0.296 0.202 0.214 -0.389 0.415 -0.372 -0.366 0.131 0.327 0.191 0.162 -0.351 0.500 -0.371 -0.836 0.268 0.196 0.163

---

Below is a cluster of 10 separate species, C20H62N18O12 in total in a non-equilibrium geometry, with properties calculated with ωB97M-V with the def2-TZVPD basis set.

2S+1: 1
Energy above the lowest of the compared OMol25 structures with the same formula, charge and spin: 556.5 kJ/mol
Lowest unoccupied orbital energy: -0.218 eV

Last columns: bonded neighbours and bond lengths (Å).
Geometry (Å):
1 C -0.3759 -4.9408 6.3959  O2 1.389, H10 1.090, H11 1.090, H12 1.090
2 O -0.9168 -4.2275 5.3345  C1 1.389, C3 1.478
3 C 0.1251 -3.3107 4.8247  O2 1.478, C4 1.533, H13 1.090, H14 1.090
4 C -0.1589 -2.6829 3.4554  C3 1.533, N5 1.502, H15 1.090, H16 1.090
5 N 0.8270 -3.2444 2.4714  C4 1.502, C6 1.432, H17 1.010
6 C 0.5519 -2.7654 1.1498  N5 1.432, C7 1.534, H18 1.090, H19 1.090
7 C 1.7913 -2.6535 0.2526  C6 1.534, O8 1.408, H20 1.090, H21 1.090
8 O 2.6548 -1.8246 0.9939  C7 1.408, C9 1.468
9 C 4.0708 -2.2107 0.9753  O8 1.468, H22 1.090, H23 1.090, H24 1.090
10 H -1.2882 -5.3699 6.8103  C1 1.090
11 H 0.0985 -4.4070 7.2194  C1 1.090
12 H 0.3086 -5.7614 6.1811  C1 1.090
13 H 1.1839 -3.5577 4.9025  C3 1.090
14 H 0.0739 -2.6042 5.6531  C3 1.090
15 H -0.2018 -1.5939 3.4708  C4 1.090
16 H -1.1403 -3.0929 3.2169  C4 1.090
17 H 1.7740 -3.0154 2.7374  N5 1.010
18 H 0.0637 -1.7909 1.1549  C6 1.090
19 H -0.1957 -3.4642 0.7743  C6 1.090
20 H 1.6587 -2.0978 -0.6756  C7 1.090
21 H 2.3794 -3.4671 -0.1721  C7 1.090
22 H 4.2391 -3.2492 1.2602  C9 1.090
23 H 4.6836 -1.5052 1.5363  C9 1.090
24 H 4.4096 -2.1905 -0.0605  C9 1.090
25 C 3.0873 -0.1157 -2.8342  O26 1.394, H34 1.090, H35 1.090, H36 1.090
26 O 4.3288 0.2480 -2.3147  C25 1.394, C27 1.458
27 C 4.4876 1.6734 -2.0506  O26 1.458, C28 1.540, H37 1.090, H38 1.090
28 C 3.2794 2.2589 -1.2967  C27 1.540, N29 1.503, H39 1.090, H40 1.090
29 N 3.7053 2.9593 -0.0374  C28 1.503, C30 1.443, H41 1.010
30 C 4.6426 4.0561 -0.0234  N29 1.443, C31 1.587, H42 1.090, H43 1.090
31 C 4.3896 5.2492 -1.0387  C30 1.587, O32 1.406, H44 1.090, H45 1.090
32 O 3.1589 5.9288 -0.9978  C31 1.406, C33 1.410
33 C 2.6922 6.4315 0.2341  O32 1.410, H46 1.090, H47 1.090, H48 1.090
34 H 3.2345 -1.1704 -3.0667  C25 1.090
35 H 2.7132 0.2680 -3.7834  C25 1.090
36 H 2.1703 -0.0992 -2.2452  C25 1.090
37 H 4.5194 2.1142 -3.0469  C27 1.090
38 H 5.4866 1.7876 -1.6297  C27 1.090
39 H 2.5192 1.5300 -1.0158  C28 1.090
40 H 2.6661 2.9421 -1.8843  C28 1.090
41 H 2.7961 3.1774 0.3446  N29 1.010
42 H 5.5908 3.5708 -0.2546  C30 1.090
43 H 4.6982 4.5008 0.9702  C30 1.090
44 H 4.3544 4.8830 -2.0648  C31 1.090
45 H 5.1798 5.9997 -1.0585  C31 1.090
46 H 3.3528 7.2019 0.6319  C33 1.090
47 H 2.4418 5.7788 1.0703  C33 1.090
48 H 1.7716 6.9363 -0.0585  C33 1.090
49 N -4.9038 1.4268 1.0988  C50 1.321, H53 1.010, H54 1.010
50 C -6.2043 1.5392 0.8946  N49 1.321, N51 1.302, O52 1.222
51 N -6.4807 2.7574 0.5268  C50 1.302, H55 1.010, H56 1.010
52 O -6.9173 0.5502 0.9780  C50 1.222
53 H -4.3646 2.2785 1.1617  N49 1.010
54 H -4.4484 0.5355 1.2343  N49 1.010
55 H -7.4587 2.9271 0.3404  N51 1.010
56 H -5.7812 3.4852 0.4932  N51 1.010
57 N 1.6493 -4.9944 -3.1892  C58 1.287, H61 1.010, H62 1.010
58 C 0.8095 -4.2563 -2.5513  N57 1.287, N59 1.332, O60 1.219
59 N 0.5708 -3.0697 -3.1064  C58 1.332, H63 1.010, H64 1.010
60 O 0.1646 -4.5489 -1.5588  C58 1.219
61 H 2.1420 -4.5098 -3.9258  N57 1.010
62 H 2.0265 -5.7571 -2.6451  N57 1.010
63 H 0.9386 -2.8415 -4.0189  N59 1.010
64 H -0.0858 -2.4865 -2.6076  N59 1.010
65 N -4.7941 -1.3135 2.2882  C66 1.286, H69 1.010, H70 1.010
66 C -4.4553 -2.0069 1.2600  N65 1.286, N67 1.315, O68 1.223
67 N -5.1413 -1.7593 0.1654  C66 1.315, H71 1.010, H72 1.010
68 O -3.5107 -2.7825 1.2072  C66 1.223
69 H -5.4611 -0.5564 2.2431  N65 1.010
70 H -4.2508 -1.5611 3.1029  N65 1.010
71 H -4.8435 -2.3683 -0.5832  N67 1.010
72 H -6.0360 -1.2970 0.2426  N67 1.010
73 N -0.1101 0.5281 -0.3035  C74 1.298, H77 1.010, H78 1.010
74 C -0.9552 -0.2654 -0.8879  N73 1.298, N75 1.303, O76 1.190
75 N -2.0300 -0.3841 -0.1617  C74 1.303, H79 1.010, H80 1.010
76 O -0.7804 -0.8743 -1.8959  C74 1.190
77 H -0.3300 1.0568 0.5286  N73 1.010
78 H 0.8181 0.5173 -0.7015  N73 1.010
79 H -2.5082 -1.2459 -0.3828  N75 1.010
80 H -1.9116 -0.0139 0.7705  N75 1.010
81 N -1.4561 0.7384 4.0520  C82 1.344, H85 1.010, H86 1.010
82 C -1.1719 1.4308 2.9352  N81 1.344, N83 1.280, O84 1.162
83 N -0.0325 2.0070 3.0312  C82 1.280, H87 1.010, H88 1.010
84 O -1.8271 1.4473 1.9755  C82 1.162
85 H -0.7435 0.6096 4.7560  N81 1.010
86 H -2.4312 0.5001 4.1641  N81 1.010
87 H 0.2835 2.7193 2.3887  N83 1.010
88 H 0.6986 1.5708 3.5746  N83 1.010
89 N -1.3639 3.6853 0.1910  C90 1.317, H93 1.010, H94 1.010
90 C -0.0629 3.8618 0.0929  N89 1.317, N91 1.321, O92 1.219
91 N 0.2862 4.4425 -1.0406  C90 1.321, H95 1.010, H96 1.010
92 O 0.8151 3.6637 0.9152  C90 1.219
93 H -1.6355 3.2728 1.0720  N89 1.010
94 H -1.9950 3.6102 -0.5939  N89 1.010
95 H 1.1812 4.9063 -0.9774  N91 1.010
96 H -0.4388 5.0279 -1.4301  N91 1.010
97 N -2.4954 -3.8558 -1.4147  C98 1.326, H101 1.010, H102 1.010
98 C -3.0314 -3.4891 -2.5710  N97 1.326, N99 1.293, O100 1.192
99 N -2.2571 -3.6145 -3.5988  C98 1.293, H103 1.010, H104 1.010
100 O -4.1231 -3.0251 -2.6893  C98 1.192
101 H -1.6796 -4.4492 -1.4647  N97 1.010
102 H -2.7207 -3.5670 -0.4735  N97 1.010
103 H -1.2888 -3.8810 -3.4915  N99 1.010
104 H -2.6439 -3.2954 -4.4755  N99 1.010
105 N 0.8339 2.5215 -4.7728  C106 1.250, H109 1.010, H110 1.010
106 C 0.2558 1.4421 -5.0253  N105 1.250, N107 1.297, O108 1.194
107 N -0.8126 1.2303 -4.3208  C106 1.297, H111 1.010, H112 1.010
108 O 0.6222 0.7291 -5.9107  C106 1.194
109 H 0.6614 2.9846 -3.8920  N105 1.010
110 H 1.7413 2.5899 -5.2110  N105 1.010
111 H -1.2849 0.3410 -4.4000  N107 1.010
112 H -1.1221 2.0531 -3.8234  N107 1.010

Atom charges from the Mulliken analysis, given in e for atoms 1 to 99: -0.819 -0.319 -0.928 0.502 -0.431 0.611 -0.396 -0.291 -0.946 0.269 0.320 0.311 0.363 0.393 -0.113 0.203 0.356 -0.735 0.214 -0.066 0.684 0.375 0.268 0.311 -0.324 -0.449 -0.735 1.309 -0.229 -0.809 -0.515 -0.399 -0.802 0.254 0.381 -0.152 0.327 0.312 -1.012 0.322 0.202 0.369 0.448 0.199 0.470 0.398 0.251 0.316 0.010 0.695 -0.365 -0.731 0.146 -0.136 0.244 0.147 -0.415 0.678 -0.127 -0.776 0.164 0.323 0.153 0.169 -0.340 0.248 -0.039 -0.713 0.206 0.197 0.149 0.233 1.033 -0.169 0.098 -0.593 0.099 -0.741 -0.113 -0.029 -0.365 0.479 -0.224 -0.785 0.154 0.206 0.266 0.191 -0.303 0.564 -0.286 -0.841 0.189 0.210 0.119 0.281 -0.106 0.624 -0.394

---

Calculated values (eV) of gap between HOMO and LUMO for the records, taken in order: 8.840; 8.044.
Calculated values (Eh) of energy for the records, taken in order: -2133.5110; -2687.7949.